(1)
DFT (the ωB97M-V functional and the def2-TZVPD basis) results for a gas-phase ion, C3H8NO2 (charge -1) in a non-equilibrium geometry.

Results
E: -8824.4618 eV
Total charge: -1
Max |F|: 2.0 eV/A
SMILES: N[C@@H](C[O-])CO
Frontier orbital gap: 5.934 eV

```
14
C3H8NO2 | the OMol25 dataset | the ωB97M-V functional and the def2-TZVPD basis
N -1.571 0.553 0.288
C -0.138 0.281 0.265
C 0.386 -0.739 1.322
O 1.623 -0.441 1.724
C 0.483 -0.008 -1.137
O -0.382 0.239 -2.241
H -2.226 0.112 -0.332
H -1.866 1.450 0.616
H 0.301 1.197 0.630
H -0.393 -0.642 2.120
H 0.277 -1.763 0.879
H 1.274 0.725 -1.308
H 0.957 -0.965 -1.058
H -1.249 -0.138 -2.030
```

=====

(2)
DFT (the ωB97M-V functional and the def2-TZVPD basis) results for a gas-phase ion, C7H9N2O3 (charge +1) in a non-equilibrium geometry.

Results
E: -16513.9763 eV
Total charge: +1
Max |F|: 4.5 eV/A
SMILES: O/[NH+]=C(/c1ccccc1)N(O)O
Frontier orbital gap: 8.874 eV

```
21
C7H9N2O3 | the OMol25 dataset | the ωB97M-V functional and the def2-TZVPD basis
O 3.070 -1.589 -0.389
N 1.750 -1.617 0.028
C 1.068 -0.153 -0.032
C -0.399 -0.058 -0.139
C -1.039 1.141 -0.436
C -2.444 1.206 -0.402
C -3.149 0.190 0.174
C -2.521 -1.039 0.424
C -1.144 -1.196 0.293
N 1.825 0.864 0.048
O 1.361 2.113 0.153
O 3.186 0.791 0.230
H 3.700 -1.703 0.362
H 1.223 -2.205 -0.625
H -0.624 2.010 -0.912
H -2.793 2.158 -0.587
H -4.225 0.203 -0.167
H -3.161 -1.690 1.019
H -0.755 -2.182 0.339
H 1.470 2.542 0.980
H 3.601 0.215 -0.361
```

=====

(3)
DFT (the ωB97M-V functional and the def2-TZVPD basis) results for 3 unconnected molecules or ions with the total composition C2H10NO4 in a non-equilibrium geometry.

Results
E: -11909.8957 eV
Total charge: +1
Max |F|: 2.7 eV/A
Frontier orbital gap: 11.136 eV

```
17
C2H10NO4 | the OMol25 dataset | the ωB97M-V functional and the def2-TZVPD basis
O 0.649 0.612 1.496
C -0.109 -0.308 1.671
O -0.754 -0.507 2.810
C -0.211 -1.429 0.616
N -0.489 -0.765 -0.728
H -0.673 0.277 3.383
H 0.837 -1.835 0.639
H -0.953 -2.164 0.913
H 0.414 -0.560 -1.256
H -0.916 -1.522 -1.251
H -1.156 0.001 -0.661
H -0.798 2.164 -1.105
H -0.289 2.853 0.201
O -0.617 2.018 -0.170
H 2.257 0.280 -1.577
H 1.307 0.765 -2.831
O 1.499 0.119 -2.148
```

=====

(4)
DFT (the ωB97M-V functional and the def2-TZVPD basis) results for a molecular structure, C26H63AgO18P4 in a non-equilibrium geometry.

Results
E: -105990.5449 eV
Total charge: +1
Max |F|: 5.0 eV/A
Frontier orbital gap (alpha / beta): 6.142 / 5.543 eV
Spin multiplicity: 2

```
112
C26H63AgO18P4 | the OMol25 dataset | the ωB97M-V functional and the def2-TZVPD basis
Ag -0.709 1.469 3.555
C 0.318 0.610 -1.750
C 0.138 0.561 -0.329
O -0.840 -0.016 0.175
O 0.854 1.197 0.506
H 0.520 1.595 -2.170
H -0.536 0.216 -2.300
H 1.064 -0.132 -2.034
C -0.601 -3.231 8.941
C 0.074 -3.134 7.553
O -0.878 -3.565 6.604
P -0.649 -3.237 5.026
O -1.039 -1.821 4.710
O -1.529 -4.466 4.359
C -2.255 -4.212 3.224
C -1.755 -4.982 2.010
O 0.839 -3.760 4.740
C 1.898 -2.861 4.355
C 3.102 -3.847 3.953
H -1.299 -2.394 8.919
H -1.069 -4.174 9.224
H 0.240 -2.953 9.577
H 0.473 -2.156 7.286
H 0.966 -3.757 7.494
H -3.272 -4.526 3.458
H -2.227 -3.156 2.957
H -1.939 -4.421 1.094
H -0.726 -5.341 2.033
H -2.353 -5.886 1.890
H 1.473 -2.241 3.566
H 2.262 -2.211 5.150
H 3.998 -3.360 3.567
H 3.394 -4.356 4.871
H 2.920 -4.682 3.277
C 1.501 8.105 4.695
C 0.176 7.847 4.075
O 0.251 7.603 2.666
P -0.530 6.425 1.917
O -0.493 5.017 2.405
O -2.101 6.912 1.848
C -3.024 6.781 2.945
C -3.865 8.047 3.045
O -0.027 6.757 0.391
C 1.127 6.174 -0.112
C 1.131 5.847 -1.573
H 2.362 7.630 4.224
H 1.752 9.158 4.574
H 1.463 7.965 5.776
H -0.103 6.876 4.485
H -0.499 8.640 4.394
H -3.671 5.928 2.739
H -2.476 6.521 3.851
H -4.444 7.922 3.961
H -3.223 8.906 3.238
H -4.532 8.221 2.200
H 1.967 6.822 0.139
H 1.332 5.224 0.381
H 0.322 5.183 -1.878
H 0.880 6.776 -2.085
H 1.933 5.176 -1.881
C -4.742 0.175 -8.360
C -5.697 -0.023 -7.178
O -5.052 -0.042 -5.921
P -5.804 0.302 -4.506
O -7.270 -0.028 -4.471
O -4.814 -0.215 -3.247
C -4.925 -1.532 -2.801
C -3.939 -2.450 -3.609
O -5.504 1.919 -4.580
C -4.099 2.404 -4.509
C -3.848 2.634 -2.996
H -3.851 -0.447 -8.286
H -5.246 -0.102 -9.286
H -4.404 1.207 -8.260
H -6.397 0.810 -7.249
H -6.105 -1.034 -7.199
H -4.519 -1.474 -1.791
H -5.919 -1.927 -3.008
H -4.007 -2.252 -4.679
H -2.922 -2.137 -3.372
H -4.047 -3.511 -3.386
H -3.450 1.688 -5.014
H -4.065 3.305 -5.122
H -3.743 1.620 -2.610
H -2.917 3.110 -2.690
H -4.692 3.003 -2.413
C 6.380 -1.734 -0.037
C 5.102 -2.402 -0.650
O 5.246 -3.590 -1.250
P 6.188 -3.865 -2.538
O 7.549 -3.334 -2.390
O 6.177 -5.501 -2.839
C 6.209 -6.434 -1.697
C 4.708 -6.733 -1.225
O 5.377 -3.121 -3.771
C 3.991 -3.338 -4.002
C 3.637 -2.129 -4.896
H 6.985 -1.310 -0.838
H 6.229 -0.904 0.653
H 6.903 -2.546 0.469
H 4.386 -2.571 0.154
H 4.731 -1.739 -1.432
H 6.493 -7.461 -1.928
H 6.733 -5.929 -0.886
H 4.013 -7.208 -1.917
H 4.641 -7.387 -0.356
H 4.291 -5.775 -0.911
H 3.957 -4.249 -4.599
H 3.494 -3.395 -3.034
H 4.328 -2.001 -5.730
H 2.719 -2.314 -5.454
H 3.442 -1.264 -4.262
```

=====

(5)
DFT (the ωB97M-V functional and the def2-TZVPD basis) results for 3 unconnected molecules or ions with the total composition C5H9ClO in a non-equilibrium geometry.

Results
E: -19898.9135 eV
Max |F|: 5.0 eV/A
Frontier orbital gap: 10.089 eV

```
16
C5H9ClO | the OMol25 dataset | the ωB97M-V functional and the def2-TZVPD basis
C 2.979 -1.115 -0.429
C -1.254 -0.046 -1.163
C -0.207 -1.033 0.953
C -1.317 1.310 0.730
C -0.970 0.102 0.350
O 3.599 -1.678 0.333
Cl 2.242 1.671 -0.003
H -1.190 -1.183 -1.421
H -0.472 0.393 -1.795
H -2.150 0.467 -1.605
H 0.189 -1.547 -0.005
H -0.964 -1.549 1.474
H 0.578 -0.550 1.589
H 1.714 1.050 -0.990
H -1.810 2.081 0.206
H -0.969 1.626 1.776
```

=====

(6)
DFT (the ωB97M-V functional and the def2-TZVPD basis) results for a molecular structure, C11H7F5N9O2Ru.

Results
E: -45197.2667 eV
Total charge: -2
Max |F|: 0.4 eV/A
Frontier orbital gap (alpha / beta): 7.553 / 7.462 eV
Spin multiplicity: 2

```
35
C11H7F5N9O2Ru | the OMol25 dataset | the ωB97M-V functional and the def2-TZVPD basis
Ru 0.366 0.207 -0.465
N 2.750 0.030 2.093
C 3.249 0.386 0.855
N 4.515 0.719 0.660
N 4.575 0.982 -0.665
N 3.415 0.851 -1.209
N 2.537 0.446 -0.261
C 1.413 -0.042 2.423
N 1.008 -0.119 3.679
N -0.340 -0.162 3.586
N -0.717 -0.127 2.362
N 0.386 -0.049 1.571
H 3.372 0.174 2.868
C -4.557 0.611 -0.455
C -3.731 1.687 -0.147
C -2.351 1.537 -0.139
C -1.714 0.317 -0.424
C -2.577 -0.747 -0.717
C -3.962 -0.609 -0.738
H -5.637 0.722 -0.466
H -4.166 2.652 0.095
H -1.747 2.398 0.121
H -2.174 -1.725 -0.932
H -4.578 -1.473 -0.971
O 0.434 2.416 -0.628
C 0.591 2.256 -1.860
O 0.537 1.110 -2.382
H 0.793 3.122 -2.507
F -0.328 -2.577 0.203
C 0.411 -1.833 -0.705
F -0.136 -2.158 -1.954
C 1.767 -2.558 -0.720
F 2.396 -2.452 0.457
F 1.625 -3.892 -0.951
F 2.576 -2.100 -1.680
```

=====

(7)
DFT (the ωB97M-V functional and the def2-TZVPD basis) results for 2 unconnected molecules or ions with the total composition C32H52BBrIN5O6P in a non-equilibrium geometry.

Results
E: -141866.0071 eV
Total charge: +1
Max |F|: 1.7 eV/A
Frontier orbital gap: 6.606 eV

```
99
C32H52BBrIN5O6P | the OMol25 dataset | the ωB97M-V functional and the def2-TZVPD basis
C -3.191 -4.718 2.939
C -1.683 -4.689 2.889
O -1.106 -5.704 2.015
B -1.159 -5.548 0.681
O -2.202 -5.982 -0.090
N 0.092 -4.994 -0.036
C 1.381 -5.734 0.162
N 1.748 -5.927 1.535
C -0.008 -3.931 -0.762
N -1.253 -3.322 -0.839
C -1.315 -1.864 -0.804
Br -2.263 -1.358 0.862
C 0.012 -1.080 -0.875
C -0.131 0.001 -1.964
O 0.728 1.092 -1.722
C 0.157 2.110 -0.964
C 0.650 2.261 0.325
C 0.177 3.258 1.168
C 0.751 3.425 2.558
C -0.815 4.112 0.699
C -1.291 3.948 -0.593
C -0.822 2.968 -1.466
C -1.414 2.920 -2.864
C -2.728 2.085 -2.931
C -0.441 2.534 -3.986
C 1.279 -1.978 -0.905
C 1.650 -2.234 0.601
O 2.396 -1.178 1.154
C 2.347 -1.178 2.549
C 2.783 -2.276 3.278
C 2.731 -2.238 4.663
C 2.248 -1.114 5.319
C 1.835 -0.015 4.579
C 1.877 -0.048 3.190
P 2.781 -1.147 -1.652
N 2.793 -0.861 -3.195
N 1.102 -3.371 -1.403
C 1.230 -3.675 -2.818
I -0.428 -3.017 -4.102
C 1.383 -5.184 -3.062
C 1.807 -5.493 -4.515
H -3.666 -4.615 1.963
H -3.521 -3.868 3.538
H -3.553 -5.639 3.393
H -1.285 -3.710 2.614
H -1.297 -4.915 3.882
H -2.853 -5.303 -0.297
H 2.179 -5.225 -0.367
H 1.258 -6.709 -0.314
H 1.316 -6.750 1.935
H 1.489 -5.139 2.117
H -1.793 -3.696 -1.615
H -2.003 -1.551 -1.581
H 0.089 -0.503 0.047
H 0.027 -0.358 -2.977
H -1.167 0.350 -1.919
H 1.437 1.586 0.640
H 0.631 4.463 2.865
H 0.264 2.762 3.273
H 1.826 3.237 2.546
H -1.188 4.902 1.348
H -2.052 4.634 -0.951
H -1.716 3.947 -3.078
H -3.578 2.718 -3.177
H -2.948 1.691 -1.935
H -2.648 1.251 -3.628
H -0.383 1.455 -4.123
H 0.558 2.941 -3.845
H -0.844 2.917 -4.926
H 0.725 -2.330 1.192
H 2.170 -3.194 0.684
H 3.165 -3.146 2.757
H 3.075 -3.094 5.229
H 2.198 -1.092 6.399
H 1.475 0.883 5.063
H 1.556 0.817 2.629
H 3.799 -2.025 -1.217
H 2.965 0.028 -0.919
H 1.945 -1.142 -3.669
H 2.117 -3.198 -3.225
H 0.470 -5.722 -2.805
H 2.219 -5.485 -2.429
H 2.813 -5.911 -4.518
H 1.841 -4.602 -5.138
H 1.168 -6.248 -4.966
O -1.474 6.638 2.392
C -1.671 7.632 1.740
O -1.539 7.555 0.406
C -1.903 8.620 -0.482
C -0.788 9.632 -0.641
C -1.984 8.956 2.391
H -2.839 9.081 -0.164
H -2.100 8.132 -1.435
H -0.555 10.125 0.303
H -1.070 10.395 -1.367
H 0.120 9.138 -0.986
H -1.047 9.421 2.695
H -2.582 8.764 3.277
H -2.534 9.648 1.758
```